Density functional theory data (ωB97M-V/def2-TZVPD) for the molecule H4NOPS2.

Structure (ORCA input):
```
! wB97M-V def2-TZVPD RIJCOSX def2/J DEFGRID3
* xyz 0 1
N 0.28 -0.45 -1.12
P 0.33 -0.34 0.57
O -0.79 -1.40 0.97
S 2.41 -0.54 1.64
S -0.84 1.49 1.06
H -0.73 -0.59 -1.35
H 0.69 0.36 -1.56
H -0.31 -2.21 1.24
H -0.03 2.31 0.35
*
```

E	-34562.3212	eV
maximum force	4.602	eV/A
relative energy (zero: lowest compared OMol25 entry of this formula, charge and spin)	33.9	kcal/mol
E_HOMO	-8.592	eV
Kohn-Sham gap	8.276	eV